DFT (the ωB97M-V functional and the def2-TZVPD basis) results for C6H13NO as an isolated structure at a distorted geometry.

XYZ file:
```
21
Properties=species:S:1:pos:R:3:forces:R:3
C 0.88912 -0.34782 1.08273 1.6 -1.8 -1.8
C -1.80049 1.05720 1.40712 0.5 -0.2 0.2
C -1.42719 0.30350 0.16202 -2.3 -0.9 -0.8
O -1.87099 -0.86266 -0.00549 0.4 2.0 0.8
H -2.05231 0.37268 2.21346 0.0 0.0 0.0
H 1.11018 0.71765 1.04953 -0.4 0.1 0.0
H 1.82394 -0.81313 1.39682 0.2 0.1 0.3
H 0.16420 -0.69342 1.81328 -0.3 0.2 -0.3
H -1.00110 1.73078 1.71997 0.0 0.0 0.0
H -2.67276 1.67386 1.18279 0.0 0.0 -0.1
C 2.34904 -0.90642 -1.14469 0.3 -0.5 -0.1
C -1.01148 1.14032 -1.02371 0.5 -0.3 0.1
C 1.04733 -1.31788 -0.55583 -0.4 3.0 2.7
N 0.14742 -2.01321 -0.96770 -2.8 -0.5 -0.2
H -0.93061 -1.70209 -0.50077 2.8 -1.1 -1.0
H 2.45478 -1.35349 -2.13205 0.1 0.0 0.0
H 3.17146 -1.22072 -0.50214 0.1 0.0 -0.1
H 2.39614 0.17834 -1.23733 -0.1 0.0 0.1
H -1.90628 1.63474 -1.41408 0.0 -0.1 0.1
H -0.29335 1.90605 -0.73872 0.0 0.1 0.0
H -0.58707 0.51571 -1.80523 -0.1 0.0 0.0
```
Positions in Å, forces in eV/Å.

Relative energy (zero: lowest compared OMol25 entry of this formula, charge and spin) in kJ/mol: 348.5
Lowest unoccupied orbital energy in eV: 0.561
Gap between HOMO and LUMO in eV: 8.65